Version w
The following is a quantum chemistry calculation of a single C8H8 molecule, from the OMol25 dataset.

Last column: Löwdin charge in e.
Positions of all 16 atoms, in Å:
C -1.4701 -0.8292 -1.4142  -0.03
C -0.5562 -1.6604 -0.4875  -0.08
C 0.5380 -0.0860 0.9423  -0.33
C -0.2166 1.0680 -1.2726  -0.10
C 0.6793 0.7794 -0.1963  -0.03
C 0.1409 -1.3935 0.7390  0.03
C -1.3481 0.4928 -1.8607  -0.07
C 1.2107 0.2708 2.2708  -0.08
H 2.2238 -0.2161 2.3874  0.09
H 1.4377 1.2929 2.3998  0.04
H -2.0277 1.0793 -2.4618  0.11
H 1.5638 1.4224 -0.2356  0.10
H -0.4547 -2.7310 -0.7030  0.07
H 0.4772 -0.0809 3.1239  0.12
H 0.0927 2.0174 -1.7686  0.10
H -2.2908 -1.4261 -1.4629  0.05

Values from the calculation:
Structure (SMILES)   CC1=C=CC=CC=C1
E_HOMO (spin up / spin down)   -8.1 / -8.1 eV
Frontier orbital gap (spin up / spin down)   7.69 / 7.69 eV

=====

Version x
The following is a quantum chemistry calculation of a single C8H8 molecule, from the OMol25 dataset.

Last column: Löwdin charge in e.
Positions of all 16 atoms, in Å:
C 1.5094 1.0993 -0.0249  0.00
C 0.1088 0.7804 0.5301  -0.28
C -1.1431 1.2015 -0.0955  -0.09
C -1.3363 -1.0720 0.2354  -0.16
C 0.0865 -0.7596 0.4577  -0.17
C 2.0609 -0.1402 -0.2342  -0.14
C 1.2265 -1.2172 -0.1672  -0.04
C -1.8681 0.1766 -0.4212  -0.10
H 1.2711 -2.1598 -0.5849  0.09
H -1.2904 2.3015 -0.5210  0.15
H -1.7298 -1.2255 1.2924  0.13
H 0.2347 1.0987 1.6122  0.17
H 3.0834 -0.3372 -0.4501  0.09
H -1.5362 -1.9702 -0.4621  0.14
H 2.0434 2.0288 -0.0435  0.09
H -2.7207 0.1950 -1.1231  0.11

Values from the calculation:
Structure (SMILES)   C1=C[C@H]2C=CCC2=C1
E_HOMO   -8.1 eV
Frontier orbital gap   9.01 eV

=====

Version y
The following is a quantum chemistry calculation of a single C8H8 molecule, from the OMol25 dataset.

Last column: Löwdin charge in e.
Positions of all 16 atoms, in Å:
C -0.8246 1.4792 -0.0599  -0.04
C 0.7412 -0.7388 -0.1067  -0.24
C -1.8755 0.5000 -0.0273  -0.10
C -0.5171 -1.5203 0.0249  -0.04
C -1.7463 -0.8946 0.1393  -0.10
C 1.5168 1.6926 0.1054  0.04
C 0.4872 0.7891 -0.0620  -0.25
C 1.9366 -1.3888 -0.1082  0.06
H -0.8209 2.5290 -0.2178  0.08
H 1.1990 2.8183 0.4408  0.11
H 2.7469 -0.7687 0.1463  0.03
H -2.9258 0.8256 -0.3647  0.12
H -0.3507 -2.5848 0.0891  0.10
H 1.8793 -2.4725 0.1437  0.08
H -2.6810 -1.3439 0.2626  0.08
H 2.6433 1.4856 0.0668  0.07

Values from the calculation:
Structure (SMILES)   C=c1ccccc1=C
E_HOMO   -7.5 eV
Frontier orbital gap   6.98 eV

=====

What is the stability order? It is version x, version y, version w, from most stable to least stable.

=====

Version w
The following is a quantum chemistry calculation of 4 unconnected molecules or ions with the total composition C2H11O4, from the OMol25 dataset.

Last column: Löwdin charge in e.
Positions of all 17 atoms, in Å:
O 1.4175 2.2162 1.6250  -0.15
O -1.3277 1.5560 2.2428  -0.12
O -0.9238 -1.1372 0.3190  -0.13
O -0.1154 1.2987 -0.3456  -0.41
C 0.0832 -1.8566 -0.3192  -0.37
C -0.1616 -1.6861 -1.8849  -0.10
H -1.2132 -2.0153 -1.9312  0.07
H 0.3208 -2.3644 -2.6054  0.04
H 2.1077 2.8175 1.3237  0.00
H -0.1226 1.8897 -1.1076  -0.06
H -0.0947 -2.9329 -0.1188  0.09
H -1.0875 1.5064 1.2926  -0.02
H 1.0459 1.8426 0.7534  -0.01
H -0.8315 -0.1884 0.0354  0.02
H 1.1377 -1.6207 -0.0258  0.11
H 0.2518 -0.6836 -1.9153  0.04
H -0.4864 1.3583 2.6618  0.00

Values from the calculation:
E_HOMO   -4.7 eV
Charge   -1
Frontier orbital gap   8.75 eV

=====

Version x
The following is a quantum chemistry calculation of 4 unconnected molecules or ions with the total composition C2H11O4, from the OMol25 dataset.

Last column: Löwdin charge in e.
Positions of all 17 atoms, in Å:
O 0.0842 -0.5722 0.0935  -0.35
O 1.1668 -1.6260 -2.0050  -0.12
O 1.9689 1.2911 -0.9248  -0.12
O 0.5422 -1.1541 2.8538  -0.10
C -1.2449 1.4778 -0.2591  -0.11
C -1.1509 -0.0056 0.1787  -0.49
H -2.2472 1.7946 0.0384  0.05
H -0.3333 -1.5008 2.9131  -0.01
H -1.9568 -0.5582 -0.3693  0.09
H -1.0317 1.5373 -1.3220  0.06
H 1.6699 0.7085 -0.1897  0.02
H 1.3938 0.8165 -1.5538  0.01
H -1.5890 -0.1350 1.2002  0.08
H 0.7840 -1.2021 -1.1739  -0.03
H 0.5267 -0.7666 1.9444  0.00
H 1.8890 -2.1373 -1.6947  -0.01
H -0.4718 2.0319 0.2701  0.06

Values from the calculation:
E_HOMO   -4.3 eV
Charge   -1
Frontier orbital gap   8.40 eV

=====

What is the stability order? It is version x, version w, from most stable to least stable.

=====

Version w
The following is a quantum chemistry calculation of 2 unconnected molecules or ions with the total composition CH2Cl3P, from the OMol25 dataset.

Last column: Löwdin charge in e.
Positions of all 7 atoms, in Å:
Cl 2.9765 -3.3165 -0.7984  -0.03
Cl 1.5537 -1.7577 2.1814  0.22
Cl 3.3475 0.1047 0.2184  0.10
P 1.3640 -0.5082 0.6845  0.05
C 0.5470 0.7787 1.3804  -0.31
H -0.2204 0.7574 2.1040  0.01
H 0.4022 1.6113 0.8246  -0.03

Values from the calculation:
E_HOMO (spin up / spin down)   -10.0 / -8.8 eV
Frontier orbital gap (spin up / spin down)   8.20 / 4.98 eV

=====

Version x
The following is a quantum chemistry calculation of a single CH2Cl3P molecule, from the OMol25 dataset.

Last column: Löwdin charge in e.
Positions of all 7 atoms, in Å:
Cl 1.2117 -1.4248 -1.1662  0.23
Cl 1.3892 1.6397 -0.6214  0.24
Cl 1.9560 -0.3971 1.6672  0.16
P 0.6397 -0.0334 0.1313  -0.32
C -1.4919 0.1244 -0.3600  -0.16
H -1.8839 -0.8228 0.0245  -0.07
H -1.8208 0.9140 0.3246  -0.08

Values from the calculation:
Structure (SMILES)   C=P(Cl)(Cl)Cl
E_HOMO   -8.8 eV
Frontier orbital gap   8.17 eV

=====

What is the stability order? It is version x, version w, from most stable to least stable.